C7H4BrFIO2 as an isolated structure, computed with wB97M-V/def2-TZVPD.

The LUMO energy is 1.93 eV. As for the calculated total energy: -92279.11629 eV. The max |F| is 8.58 eV/A. As for the charge: -1. The HOMO energy is -3.6 eV. The value obtained for the HOMO-LUMO gap is 5.499 eV.

Element x y z (Å)
C (-0.883, 1.307, 0.752)
C (-0.804, 1.307, -0.660)
C (-0.395, 0.302, 1.548)
C (-0.414, 0.308, -1.369)
C (3.439, -1.650, -0.650)
C (0.399, -1.112, -0.354)
C (0.167, -0.813, 0.933)
O (4.144, -0.753, -0.872)
O (2.889, -2.656, -0.589)
F (0.629, -1.812, 1.895)
Br (-5.778, 3.258, 0.832)
I (-0.791, -0.161, -3.345)
H (-1.427, 2.034, 1.297)
H (-1.366, 2.062, -1.165)
H (-0.768, 0.184, 2.556)
H (0.958, -1.805, -0.810)

Cartesian forces, eV/Å:
C 1.038 -1.227 1.722
C -1.791 2.222 0.861
C -1.685 0.673 -1.074
C 3.697 -6.911 1.158
C 1.897 0.427 -1.242
C -4.531 7.268 -0.543
C 2.109 -3.100 0.721
O -0.621 0.337 0.627
O -0.869 -0.896 0.628
F -0.627 1.482 -1.388
Br 0.114 -0.021 -0.004
I 0.201 0.276 0.140
H -0.549 0.996 -0.139
H -0.198 0.708 -0.221
H 0.532 0.298 0.218
H 1.284 -2.532 -1.464


A single C7H4OS2 molecule, computed with wB97M-V/def2-TZVPD.

The LUMO energy is -0.54 eV. The SMILES is O=Cc1cc2ccsc2s1. As for the calculated total energy: -31039.33161 eV. The max |F| is 5.00 eV/A. As for the charge: 0. The HOMO energy is -8.8 eV. The value obtained for the HOMO-LUMO gap is 8.229 eV.

Element x y z (Å)
C (-0.746, -2.898, 0.557)
C (-0.449, -1.560, 0.210)
C (0.732, -0.847, -0.219)
C (0.470, 0.522, -0.409)
C (1.115, 1.796, -0.187)
C (0.352, 2.892, -0.206)
C (-0.886, 0.742, -0.322)
H (-1.762, -3.051, 1.148)
H (1.786, -1.044, -0.510)
H (2.199, 1.607, -0.422)
H (0.462, 3.957, -0.199)
O (-0.049, -3.913, 0.550)
S (-1.332, 2.320, -0.110)
S (-1.893, -0.523, 0.119)

Cartesian forces, eV/Å:
C -0.733 -3.771 2.491
C 2.010 2.305 -2.087
C -0.464 -0.774 0.190
C -2.296 0.947 1.431
C 3.736 -1.967 -2.684
C -1.956 -0.948 0.620
C -1.066 0.155 0.386
H 1.164 0.699 -1.350
H -0.911 -1.370 0.987
H -0.676 1.562 0.841
H 0.629 0.089 0.047
O -0.326 1.768 -0.649
S -0.135 2.566 -0.395
S 1.024 -1.261 0.172


C7H53AlINO24P as an isolated structure, computed with wB97M-V/def2-TZVPD.

The LUMO energy is 1.75 eV. As for the calculated total energy: -82738.05580 eV. The max |F| is 2.09 eV/A. As for the charge: -1. The HOMO energy is -5.1 eV. The value obtained for the HOMO-LUMO gap is 6.868 eV.

Element x y z (Å)
C (1.237, 4.894, -0.345)
C (0.265, 5.079, -1.496)
C (-0.275, 3.739, -2.017)
C (-1.486, 3.267, -1.185)
C (-1.413, 1.818, -0.709)
P (-3.077, 1.607, 0.191)
O (-3.321, -0.003, 0.359)
I (-2.580, 2.407, 2.521)
C (-1.524, 0.729, -1.836)
O (-0.642, -0.369, -1.618)
Al (0.748, 0.515, -0.834)
C (2.198, -0.584, 0.083)
O (3.473, -0.406, -0.673)
N (4.185, 0.689, -0.166)
O (4.162, 1.608, -0.878)
O (-0.395, 1.489, 0.169)
H (1.171, 5.725, 0.336)
H (2.249, 4.888, -0.728)
H (1.056, 3.979, 0.193)
H (0.701, 5.652, -2.299)
H (-0.552, 5.661, -1.117)
H (-0.616, 3.946, -3.023)
H (0.506, 3.004, -2.041)
H (-1.638, 3.898, -0.323)
H (-2.362, 3.328, -1.817)
H (-4.177, -0.080, 0.801)
H (-2.505, 0.268, -1.930)
H (-1.304, 1.102, -2.837)
H (1.502, 1.247, -2.043)
H (1.987, -1.636, 0.013)
H (2.402, -0.315, 1.112)
O (0.247, -2.655, -3.995)
H (0.875, -2.027, -4.365)
H (0.033, -2.275, -3.128)
O (1.266, -3.401, 1.684)
H (0.414, -3.131, 2.046)
H (1.298, -4.354, 1.819)
O (-2.251, 2.419, 6.129)
H (-1.380, 2.144, 6.437)
H (-2.198, 2.268, 5.177)
O (2.364, -4.842, -3.042)
H (1.668, -4.238, -3.347)
H (3.123, -4.634, -3.595)
O (1.656, -0.893, 3.536)
H (1.321, -1.020, 4.429)
H (1.818, -1.788, 3.209)
O (1.061, -7.329, -2.207)
H (1.711, -7.870, -2.669)
H (1.272, -6.424, -2.483)
O (2.228, -5.350, -0.092)
H (2.766, -4.992, -0.809)
H (1.741, -6.077, -0.496)
O (-1.625, -8.433, -3.152)
H (-0.860, -7.950, -2.809)
H (-2.355, -7.812, -3.071)
O (-5.797, -1.515, 1.329)
H (-6.650, -1.369, 1.747)
H (-5.629, -2.460, 1.435)
O (0.059, 8.013, -1.144)
H (0.905, 8.460, -1.242)
H (-0.520, 8.682, -0.767)
O (4.581, -3.192, -0.381)
H (4.211, -3.290, 0.503)
H (4.235, -2.338, -0.678)
O (1.899, -8.303, -5.042)
H (1.806, -7.555, -5.644)
H (0.992, -8.535, -4.814)
O (2.704, -6.929, -7.849)
H (3.521, -7.264, -7.467)
H (2.760, -7.169, -8.778)
O (-1.194, 5.804, 2.253)
H (-1.698, 5.013, 2.498)
H (-1.852, 6.505, 2.232)
O (-4.521, 1.241, 7.969)
H (-5.248, 1.816, 7.717)
H (-3.784, 1.545, 7.421)
O (0.262, 2.621, 4.879)
H (0.860, 2.177, 4.271)
H (0.411, 3.554, 4.696)
O (1.981, 5.886, 2.978)
H (1.277, 6.436, 2.603)
H (2.717, 5.989, 2.369)
O (-5.157, -4.557, 1.163)
H (-4.423, -4.812, 0.596)
H (-5.412, -5.367, 1.613)
O (0.375, 7.946, 3.884)
H (-0.540, 8.240, 3.851)
H (0.701, 8.246, 4.738)

Cartesian forces, eV/Å:
C 0.314 0.421 -0.458
C -0.173 -0.877 0.402
C -0.501 1.121 0.345
C 0.742 -0.822 -0.551
C -1.196 -1.165 1.264
P -0.932 0.512 -0.663
O 0.674 0.473 0.347
I 0.183 -0.096 -0.075
C 0.492 -1.350 -0.880
O 0.508 0.619 0.492
Al 0.006 -0.740 -0.066
C -0.205 0.803 -0.320
O -0.236 -0.262 -0.682
N -0.177 -0.079 1.019
O 0.290 0.168 -0.570
O 1.140 0.494 -0.704
H -0.064 0.285 0.400
H 0.434 -0.293 -0.012
H -0.116 -0.377 0.307
H 0.276 0.221 -0.296
H -0.582 0.332 -0.076
H -0.063 -0.362 -0.489
H 0.312 -0.321 -0.131
H -0.018 0.348 0.393
H -0.478 0.186 -0.078
H -0.263 -0.556 -0.033
H -0.555 0.348 0.192
H 0.049 0.766 -0.088
H 0.005 0.155 0.018
H 0.073 -0.553 0.178
H 0.019 -0.130 0.425
O 0.333 -0.298 0.244
H -0.079 0.125 0.013
H -0.206 0.272 -0.013
O -0.179 0.214 0.610
H -0.033 0.117 -0.140
H 0.186 -0.067 -0.379
O -0.290 -0.200 0.424
H 0.046 0.163 -0.173
H 0.047 -0.003 0.009
O -0.241 0.005 -0.146
H -0.091 0.236 0.029
H 0.073 -0.055 0.057
O 0.009 -0.145 0.144
H -0.026 0.053 0.022
H 0.039 0.054 -0.217
O -0.318 -0.033 0.154
H 0.041 0.098 -0.096
H 0.228 -0.020 -0.238
O -0.007 -0.303 0.115
H -0.027 0.194 0.043
H 0.098 -0.090 -0.002
O 0.012 0.041 -0.046
H 0.228 -0.005 0.127
H -0.029 -0.004 -0.047
O -0.044 0.099 0.031
H 0.004 0.070 0.014
H 0.145 -0.133 -0.095
O -0.001 0.327 0.003
H 0.051 -0.061 0.002
H -0.037 -0.003 0.033
O -0.047 -0.088 -0.111
H -0.077 -0.019 -0.005
H 0.055 0.138 0.095
O -0.055 0.000 0.071
H 0.012 -0.029 -0.062
H -0.027 -0.010 -0.035
O 0.097 0.007 0.075
H -0.006 -0.018 0.040
H -0.089 0.008 -0.025
O -0.088 0.139 0.072
H 0.141 -0.098 -0.133
H -0.055 -0.035 -0.075
O 0.000 0.010 0.046
H -0.014 0.008 -0.016
H 0.135 0.050 -0.167
O 0.207 0.017 0.124
H -0.013 -0.169 -0.168
H -0.050 0.128 -0.045
O 0.164 0.075 -0.079
H -0.057 -0.213 0.309
H 0.017 -0.152 -0.064
O -0.044 -0.018 0.008
H 0.042 0.127 -0.029
H -0.022 0.019 0.051
O -0.180 0.375 0.011
H -0.019 -0.079 0.032
H 0.083 -0.092 -0.015


C7H53BI2O22 as an isolated structure, computed with wB97M-V/def2-TZVPD.

The LUMO energy is -0.75 eV. As for the calculated total energy: -70044.11746 eV. The max |F| is 0.84 eV/A. As for the charge: 0. The HOMO energy is -9.9 eV. The value obtained for the HOMO-LUMO gap is 9.176 eV.

Element x y z (Å)
C (0.433, 1.171, 0.735)
C (1.749, 0.519, 1.182)
C (2.172, -0.605, 0.244)
I (4.220, -1.156, 0.694)
B (1.411, -1.978, 0.402)
I (1.671, -3.397, -1.202)
C (0.571, -2.362, 1.658)
C (-0.614, -3.321, 1.484)
O (-1.845, -2.599, 1.637)
C (-2.178, -1.824, 0.600)
C (-3.044, -0.656, 0.967)
O (-1.838, -2.048, -0.543)
H (0.072, 1.799, 1.551)
H (0.607, 1.834, -0.104)
H (-0.346, 0.442, 0.501)
H (2.515, 1.297, 1.172)
H (1.697, 0.170, 2.214)
H (2.187, -0.283, -0.796)
H (1.285, -2.840, 2.343)
H (0.211, -1.480, 2.191)
H (-0.621, -4.070, 2.272)
H (-0.612, -3.851, 0.534)
H (-4.075, -1.003, 1.038)
H (-2.746, -0.312, 1.957)
H (-2.942, 0.122, 0.219)
O (5.285, 1.972, 2.201)
H (5.396, 1.047, 1.953)
H (5.576, 2.472, 1.427)
O (7.423, 3.258, 0.474)
H (7.520, 4.174, 0.756)
H (8.309, 2.889, 0.534)
O (5.583, 2.117, 5.019)
H (4.706, 2.430, 5.275)
H (5.570, 2.185, 4.050)
O (5.140, -2.853, -2.468)
H (4.409, -2.631, -3.054)
H (4.934, -2.381, -1.648)
O (-0.930, 3.363, -1.029)
H (-1.580, 4.035, -0.795)
H (-1.423, 2.766, -1.607)
O (-1.154, 2.534, -3.706)
H (-1.355, 2.205, -4.590)
H (-0.265, 2.903, -3.771)
O (3.704, 0.171, 7.005)
H (4.054, 0.705, 6.282)
H (4.474, -0.260, 7.386)
O (2.088, 2.142, 5.928)
H (1.255, 2.620, 5.901)
H (2.025, 1.544, 6.684)
O (-2.256, 5.073, -4.984)
H (-1.832, 5.827, -4.560)
H (-1.896, 4.307, -4.518)
O (3.053, -5.764, -3.540)
H (3.477, -4.972, -3.189)
H (3.459, -6.482, -3.044)
O (0.300, 5.691, -2.371)
H (0.149, 4.849, -1.916)
H (0.212, 6.363, -1.690)
O (-2.064, -4.641, -1.656)
H (-1.887, -3.713, -1.440)
H (-1.193, -5.050, -1.659)
O (7.908, -4.326, -2.848)
H (7.098, -3.802, -2.815)
H (7.809, -4.967, -2.139)
O (-3.819, 2.705, -0.455)
H (-4.566, 2.796, -1.058)
H (-4.029, 3.314, 0.261)
O (-5.083, -2.739, -0.587)
H (-4.818, -2.231, -1.363)
H (-4.269, -3.154, -0.283)
O (-3.996, -1.827, 4.053)
H (-4.494, -2.000, 3.247)
H (-3.499, -2.638, 4.200)
O (-8.246, -3.125, -1.383)
H (-7.974, -2.630, -2.162)
H (-7.416, -3.504, -1.073)
O (-2.370, 2.299, 2.615)
H (-3.243, 2.637, 2.838)
H (-2.349, 2.264, 1.651)
O (-5.224, 5.594, -5.785)
H (-4.937, 6.065, -6.572)
H (-4.432, 5.130, -5.486)
O (-6.097, -3.114, -3.599)
H (-6.562, -3.295, -4.422)
H (-5.596, -3.918, -3.422)

Cartesian forces, eV/Å:
C 0.349 -0.094 0.531
C 0.084 0.327 -0.236
C -0.370 -0.061 0.202
I -0.008 -0.174 0.004
B 0.179 0.122 -0.185
I -0.160 0.021 0.068
C -0.123 -0.298 -0.153
C 0.130 -0.492 0.152
O 0.111 0.314 0.046
C -0.495 0.383 -0.475
C 0.261 -0.411 0.687
O 0.369 0.028 0.146
H -0.108 -0.008 -0.026
H -0.126 -0.145 -0.231
H 0.018 0.013 -0.121
H 0.032 -0.028 0.096
H -0.028 -0.106 -0.019
H 0.181 0.070 0.012
H 0.098 0.082 -0.010
H 0.078 0.041 0.048
H -0.137 0.062 0.061
H 0.035 0.068 -0.030
H -0.069 0.122 -0.177
H -0.097 0.187 -0.043
H -0.145 0.012 -0.101
O -0.151 0.006 -0.125
H -0.066 0.087 0.026
H 0.290 -0.022 0.120
O -0.062 0.104 -0.052
H 0.001 -0.006 -0.004
H -0.035 -0.063 0.023
O -0.284 -0.030 0.117
H 0.051 0.170 -0.014
H 0.022 -0.088 -0.007
O -0.020 -0.047 -0.006
H 0.072 0.050 -0.052
H 0.038 -0.106 -0.063
O 0.042 0.237 0.027
H -0.092 -0.102 0.032
H 0.042 0.029 -0.054
O -0.045 0.172 -0.265
H 0.050 -0.181 0.063
H 0.023 -0.060 0.040
O -0.062 -0.032 0.014
H 0.154 -0.090 -0.064
H 0.001 0.037 0.014
O -0.010 0.057 -0.016
H 0.014 0.002 -0.017
H 0.098 -0.037 -0.025
O -0.053 -0.025 -0.040
H 0.000 -0.003 0.005
H -0.045 0.004 0.166
O -0.005 0.095 0.115
H 0.100 -0.049 -0.026
H -0.012 -0.028 -0.047
O -0.051 -0.061 -0.099
H -0.096 -0.005 0.061
H 0.064 0.007 -0.011
O -0.007 -0.020 0.052
H 0.047 -0.008 -0.016
H -0.047 -0.035 -0.082
O -0.003 0.012 0.028
H -0.109 0.046 -0.001
H 0.008 -0.004 -0.014
O -0.070 0.172 0.066
H 0.042 -0.106 -0.047
H -0.036 -0.009 -0.010
O 0.011 0.005 0.090
H -0.065 -0.054 -0.056
H -0.029 -0.176 -0.162
O -0.032 -0.016 -0.016
H -0.039 -0.003 0.030
H 0.039 0.028 0.002
O -0.055 -0.018 0.045
H 0.073 -0.075 -0.022
H 0.038 0.102 0.045
O 0.004 0.115 -0.102
H 0.010 -0.085 0.062
H 0.028 -0.052 -0.013
O -0.055 -0.085 -0.001
H -0.001 -0.003 0.007
H 0.168 0.143 0.036
O 0.039 0.032 -0.087
H 0.019 0.022 -0.005
H -0.005 0.012 0.089


> What is the formula in the fourth record?

C7H53BI2O22


> Which of these has the lowest LUMO?

C7H53BI2O22